DFT (ωB97M-V/def2-TZVPD) results for a 2-piece molecular cluster, C25H47ClN5OPSi2 overall at a distorted geometry.

Computed properties:
LUMO energy: -2.982 eV
strongest force on any atom: 5.7 eV Å⁻¹
highest occupied orbital energy: -4.75 eV
total energy: -73743.267 eV
HOMO-LUMO gap: 1.770 eV

Structure (XYZ):
```
82
Properties=species:S:1:pos:R:3:forces:R:3:mulliken_charge:R:1
C 4.016633 -4.873191 1.673437 0.7140 -0.1272 0.1104 -0.9223
C 3.351105 -5.491573 0.329189 1.2862 0.4255 1.5566 -0.3889
P 1.671993 -4.714079 -0.123366 -0.6696 -0.8429 -0.6522 -0.2189
C 0.515654 -4.745360 1.402444 0.5254 1.3481 0.6197 -0.4121
C -0.776620 -3.840237 1.096210 -0.0775 -0.3413 -0.3734 -0.9340
C 1.882183 -2.855693 -0.513481 0.3114 0.7729 -1.1136 -0.1179
N 2.303097 -1.987162 0.504013 -0.4852 -1.7324 -0.8210 0.6982
N 2.486429 -0.672846 0.508180 -1.4131 -0.2618 -4.2746 -1.0847
C 2.184414 -0.164229 -0.753192 -0.0310 2.2444 -0.4865 0.4632
C 2.316655 1.440207 -0.847287 1.4104 2.8750 -0.6359 0.5805
C 3.452721 2.126194 -1.701730 -3.9557 2.6438 3.1566 -0.3151
C 3.385789 3.680625 -1.581095 -0.6261 -1.3612 0.3337 -0.3971
C 2.361046 4.477583 -0.754251 0.3834 -3.7130 -0.5755 -0.3337
N 1.346069 3.804856 -0.028201 3.1802 -1.7805 -2.2754 -0.2465
C 1.382377 2.395324 -0.089378 0.7286 -0.9256 -0.5538 -0.3611
C 1.757002 -0.860409 -2.037369 0.3541 -2.1810 1.6375 0.0597
C 1.514379 -0.024793 -3.374757 -0.2221 -1.2036 -0.2322 -1.3044
C 0.110424 0.779646 -3.401153 0.4330 -0.4802 -1.5936 -0.3695
C 0.224951 1.874633 -4.603189 -0.1862 0.4765 1.1224 -0.4404
Cl -0.761294 1.401122 -6.088590 0.7204 0.1622 1.0263 -0.2088
C 1.578928 -2.395393 -1.935795 1.1278 3.2514 2.2289 0.2035
C 1.109035 -3.313789 -3.139916 -0.5752 -0.3664 0.9465 -1.0923
C 2.276951 -4.145345 -3.855842 0.2103 -0.4206 0.1413 0.9475
O 3.355824 -3.271360 -4.286917 -0.0610 -0.7198 1.2963 -0.5680
C 1.759772 -4.987863 -5.134675 -0.4241 0.0582 0.1087 -0.8606
N 0.348416 -4.716385 -5.526857 0.7856 -0.2701 0.2608 -0.5986
H 3.273211 -4.324951 2.344798 0.8937 -0.9412 -0.8279 0.2038
H 4.866659 -4.127562 1.448059 -1.3628 -1.1379 0.1693 0.2484
H 4.493240 -5.724924 2.282497 -0.7785 1.4026 -0.7962 0.3086
H 3.238731 -6.626997 0.512119 -0.3618 1.8699 -0.5260 0.4291
H 4.134617 -5.387185 -0.496619 -1.4289 -0.0670 0.8108 0.2954
H 0.232251 -5.830814 1.614446 0.4916 1.5170 -0.3259 0.4248
H 1.083035 -4.292293 2.298673 -1.0304 -0.9452 -1.0517 0.2841
H -0.529896 -2.747226 0.861969 -0.1334 -1.5473 0.3998 0.2191
H -1.290078 -4.273368 0.155636 0.5328 0.7178 1.6593 0.2663
H -1.478949 -3.824921 2.005302 1.0014 -0.1934 -1.5206 0.3682
H 2.509416 -2.433710 1.422546 -0.2513 0.4525 -0.9671 0.2879
H 4.218986 1.554599 -2.313492 -1.0944 1.0032 0.9314 0.4563
H 4.164309 4.284284 -2.173568 -1.3104 -1.0512 1.0649 0.3000
H 2.394052 5.624278 -0.706861 -0.0819 -2.0707 -0.1121 0.3476
H 0.569384 1.865550 0.537495 1.3282 1.1109 -1.0336 0.3150
H 2.405525 0.640693 -3.671873 -1.3868 -0.9934 0.9831 0.4312
H 1.438275 -0.807230 -4.224026 0.2901 1.2590 1.3802 0.3588
H -0.180526 1.246395 -2.404456 0.4492 -0.5821 -1.4339 0.3027
H -0.671982 0.017988 -3.781242 1.0211 1.3154 1.0985 0.3661
H 1.298092 2.032113 -4.958122 -1.5730 -0.2480 0.5366 0.2931
H -0.215027 2.860556 -4.228271 0.7073 -1.3800 -0.7296 0.3460
H 0.381690 -4.095410 -2.693298 1.1410 1.2679 -0.6555 0.3798
H 0.488810 -2.683673 -3.867629 1.1634 -0.8139 1.0554 0.5083
H 2.704120 -4.898794 -3.099332 -0.7223 1.1196 -0.8815 -0.0983
H 4.060801 -3.395922 -3.613075 -0.5638 0.3823 -0.8850 0.3540
H 2.420458 -4.759906 -6.035586 -0.7120 -0.1473 1.3964 0.2847
H 1.865394 -6.106335 -4.910932 -0.2062 1.6146 -0.2938 0.3284
H 0.189139 -3.725412 -5.746715 -0.0178 -0.8074 0.2327 0.2987
H -0.324907 -5.080325 -4.841871 0.4282 0.4970 -0.5085 0.2911
C -6.290825 2.249989 2.453470 -0.2070 0.2814 -0.0028 -1.0117
Si -4.908350 3.405495 3.027313 2.0133 -1.8803 0.1889 0.1651
C -5.483212 4.190285 4.635876 -0.4824 0.3192 -0.0138 -1.0448
C -4.747365 4.754049 1.727137 -0.4516 0.3543 -0.1226 -1.0364
N -3.467438 2.473945 3.211420 0.2612 1.5510 0.2837 -0.2163
Si -1.986166 3.193103 3.724135 -2.5400 -1.4477 -0.8665 0.0590
C -2.093651 3.946036 5.442601 0.5789 0.2315 0.2278 -1.0371
C -1.357152 4.503350 2.532333 0.5962 0.2305 0.1520 -0.9967
C -0.668469 1.835791 3.797906 0.3945 0.2229 0.1726 -0.8093
H -7.221971 2.810848 2.323746 -0.1123 -0.0871 -0.0470 0.2709
H -6.034723 1.784020 1.497863 0.0260 0.0016 0.0570 0.2392
H -6.465720 1.461579 3.190524 0.0549 0.0208 -0.0362 0.2475
H -6.504484 4.571962 4.526864 -0.0458 0.0587 0.0951 0.3521
H -4.850555 5.032457 4.923466 0.0164 -0.0332 0.0387 0.3116
H -5.483510 3.458946 5.448113 0.0718 0.0125 -0.0662 0.2477
H -4.314508 4.356660 0.805325 0.0337 -0.0183 0.0816 0.2303
H -4.125974 5.580730 2.077461 0.0377 -0.0207 -0.0331 0.3058
H -5.732973 5.166695 1.485642 -0.0120 0.0950 -0.0823 0.3643
H -2.671414 4.872307 5.443594 -0.0343 -0.0458 -0.0024 0.2970
H -1.091079 4.187530 5.814414 0.0082 0.0657 0.1275 0.3519
H -2.552504 3.247976 6.146086 -0.0470 0.0034 -0.0766 0.2486
H -1.385689 4.138220 1.502549 -0.0558 0.0172 0.0442 0.2065
H -0.318294 4.760786 2.769599 0.0662 0.1062 -0.1035 0.3512
H -1.942054 5.422983 2.594275 -0.0386 -0.0412 -0.0358 0.3740
H -0.527344 1.379121 2.814351 -0.0684 -0.0383 -0.0383 0.0000
H -0.956527 1.056741 4.508534 -0.0489 0.0121 -0.0659 0.2927
H 0.289188 2.258417 4.122400 0.1085 -0.1054 -0.0038 0.2603
```
Forces are in eV/Å.